[1]
{
  "formula": "C13H39N13O26",
  "method": "ωB97M-V with the def2-TZVPD basis set",
  "species": ["C", "N", "O", "O", "H", "H", "H", "C", "N", "O", "O", "H", "H", "H", "C", "N", "O", "O", "H", "H", "H", "C", "N", "O", "O", "H", "H", "H", "C", "N", "O", "O", "H", "H", "H", "C", "N", "O", "O", "H", "H", "H", "C", "N", "O", "O", "H", "H", "H", "C", "N", "O", "O", "H", "H", "H", "C", "N", "O", "O", "H", "H", "H", "C", "N", "O", "O", "H", "H", "H", "C", "N", "O", "O", "H", "H", "H", "C", "N", "O", "O", "H", "H", "H", "C", "N", "O", "O", "H", "H", "H"],
  "xyz": [[-31.79691, -32.30095, -14.25110], [-31.59123, -33.53645, -13.41346], [-31.25812, -34.55863, -13.99499], [-31.86430, -33.44210, -12.25487], [-32.32548, -31.54100, -13.67561], [-32.43100, -32.61138, -15.08156], [-30.80213, -31.98251, -14.56272], [-29.58936, -34.24684, -16.88030], [-28.14765, -34.06510, -17.16038], [-27.84503, -33.15221, -17.88213], [-27.38320, -34.86590, -16.60090], [-29.77342, -35.31706, -16.78617], [-30.19675, -33.85239, -17.69490], [-29.63130, -33.76258, -15.90467], [-35.89875, -31.80581, -15.94807], [-35.87720, -30.52806, -15.28603], [-34.82739, -29.95999, -15.35689], [-36.82800, -30.17928, -14.60464], [-36.19123, -32.42010, -15.09648], [-34.88060, -32.10625, -16.19542], [-36.52379, -31.71193, -16.83611], [-27.50091, -35.65253, -20.48969], [-28.99691, -35.38428, -20.49142], [-29.44377, -34.45032, -21.15632], [-29.64170, -36.26179, -19.89100], [-27.20744, -35.61079, -21.53861], [-27.30582, -36.62878, -20.04587], [-26.99248, -34.85652, -19.94565], [-35.44637, -33.22177, -24.32844], [-34.86702, -33.59481, -23.01854], [-34.38672, -32.70686, -22.35790], [-34.78996, -34.80230, -22.75482], [-36.26593, -33.90651, -24.54651], [-34.74318, -33.46555, -25.12481], [-35.76661, -32.18298, -24.24813], [-33.16659, -30.47121, -20.23163], [-33.78695, -29.97897, -18.98022], [-33.15462, -29.23906, -18.28941], [-34.87973, -30.37686, -18.68806], [-33.01354, -31.54777, -20.15618], [-32.34917, -29.85504, -20.60616], [-33.91992, -30.41031, -21.01704], [-32.22748, -39.14830, -16.64272], [-31.61465, -37.77468, -16.46041], [-32.15168, -36.86036, -17.05056], [-30.51026, -37.66803, -15.88857], [-32.07001, -39.32331, -17.70700], [-33.30757, -39.00678, -16.60445], [-31.77035, -39.75200, -15.85871], [-34.49108, -35.22643, -15.20458], [-35.12452, -34.82653, -13.93688], [-34.71015, -33.71010, -13.53679], [-36.09682, -35.42802, -13.47369], [-35.09977, -34.89292, -16.04504], [-34.32547, -36.30378, -15.20250], [-33.52930, -34.71616, -15.25656], [-35.75222, -37.49003, -18.68286], [-36.19391, -38.46058, -17.65103], [-36.86563, -39.34869, -18.05891], [-35.91127, -38.35400, -16.47825], [-35.12601, -38.08881, -19.34424], [-35.07431, -36.73279, -18.28899], [-36.67226, -37.16056, -19.16564], [-28.83608, -29.76350, -18.23946], [-30.07140, -30.58129, -17.94224], [-30.58152, -30.54155, -16.82103], [-30.58415, -31.29130, -18.84957], [-29.09951, -28.71545, -18.09696], [-28.54986, -29.98543, -19.26753], [-27.97437, -30.07701, -17.65016], [-37.13032, -32.64431, -19.91719], [-38.20473, -31.68902, -19.91809], [-39.35952, -32.11949, -20.00273], [-37.84333, -30.53473, -19.74276], [-36.45999, -32.50512, -19.06902], [-36.66076, -32.48200, -20.88738], [-37.54687, -33.64738, -19.82533], [-32.56310, -33.98596, -19.65400], [-33.32458, -33.66869, -18.45683], [-34.52494, -33.88906, -18.44686], [-32.75375, -33.30840, -17.47144], [-32.27233, -35.00473, -19.39777], [-31.73584, -33.29905, -19.83264], [-33.21072, -34.02964, -20.52966], [-32.51500, -37.26015, -22.37792], [-31.78968, -36.43791, -23.39976], [-32.40211, -35.86053, -24.27880], [-30.56657, -36.35743, -23.31195], [-31.90078, -37.82418, -21.67599], [-33.08274, -37.99017, -22.95484], [-33.12147, -36.53682, -21.83287]],
  "forces_ev_per_a": [[-0.062, -0.283, -0.067], [-0.843, 0.550, -1.150], [0.187, 0.180, 0.174], [0.189, -0.283, 1.246], [0.305, -0.237, 0.127], [0.381, 0.098, -0.138], [-0.261, 0.079, -0.199], [0.187, -0.603, 0.151], [0.029, -1.996, 0.661], [0.913, 0.574, -0.420], [-0.506, 1.403, -0.989], [0.064, 0.159, 0.273], [0.183, 0.487, 0.426], [-0.915, -0.009, -0.155], [-0.010, -1.242, 0.147], [0.208, 0.506, 0.892], [1.118, 1.524, 0.151], [-0.076, -0.017, -0.512], [-0.787, -0.658, -0.738], [-0.172, 0.395, -0.288], [-0.210, -0.462, 0.348], [-0.213, 0.547, -0.396], [-0.168, -1.000, -0.431], [0.626, -1.426, 1.529], [0.096, 1.712, -0.668], [0.020, -0.040, 0.114], [-0.277, 0.269, -0.067], [-0.210, 0.009, 0.022], [0.078, -0.939, 0.848], [-3.439, -0.460, -4.794], [2.760, 4.477, 3.836], [0.496, -3.786, 1.163], [-0.382, 0.155, 0.261], [0.464, 0.591, -0.213], [0.164, -0.105, -0.418], [-0.996, -0.177, -1.527], [0.566, -0.445, -0.525], [1.283, 1.344, 0.772], [-1.255, -0.776, -0.083], [0.415, 0.378, 0.157], [0.243, -0.321, 0.877], [-0.349, -0.048, 0.170], [-0.116, 1.475, 0.185], [2.122, 0.306, -0.106], [-0.298, 0.043, 0.262], [-2.257, -0.554, -0.700], [0.677, -0.682, 0.278], [0.036, -0.102, 0.685], [-0.244, -0.394, -0.656], [0.910, -0.794, -0.145], [-1.115, 2.300, 0.479], [-0.850, -2.041, 0.089], [1.888, 0.654, -0.628], [-0.220, -0.125, 0.211], [-0.353, 0.083, -0.134], [-0.189, -0.110, 0.025], [0.868, -0.093, -0.032], [0.302, 0.671, 0.744], [-1.312, -1.728, -1.160], [0.854, 0.809, 0.487], [-0.396, 0.007, -0.339], [-0.643, 0.197, 0.292], [0.436, 0.237, -0.062], [-0.137, -0.444, -0.697], [-2.164, -1.954, -0.144], [1.390, 0.432, -1.228], [1.825, 1.861, 1.480], [0.058, -0.206, 0.094], [-0.409, 0.188, -0.001], [-0.546, -0.042, 0.531], [0.597, -1.565, -0.329], [-0.914, 0.384, 1.411], [0.937, 1.072, -0.181], [-1.150, -0.235, -0.455], [0.024, 0.540, -0.430], [0.652, -0.355, 0.203], [-0.040, 0.151, -0.368], [0.057, -0.692, -0.916], [-1.598, 0.009, 0.033], [-0.332, -0.208, -0.466], [1.370, 0.714, 1.200], [0.691, -0.024, -0.367], [0.003, -0.252, 0.493], [-0.309, 0.221, 0.013], [-0.524, -0.010, -0.239], [1.203, 0.707, -0.790], [-0.245, -0.977, 0.930], [-0.182, -0.396, 0.505], [0.684, 0.524, -0.432], [-0.420, 0.390, 0.125], [-0.466, -0.115, -0.317]],
  "lowdin_charge": [0.049, -0.449, 0.032, 0.081, 0.103, 0.069, 0.085, 0.049, -0.441, 0.052, 0.048, 0.078, 0.079, 0.094, 0.021, -0.463, 0.075, 0.057, 0.092, 0.078, 0.101, 0.051, -0.398, 0.066, 0.015, 0.097, 0.094, 0.083, -0.034, -0.627, -0.156, -0.175, 0.062, 0.065, 0.070, 0.040, -0.443, 0.072, 0.062, 0.067, 0.100, 0.094, 0.072, -0.407, 0.037, 0.052, 0.104, 0.074, 0.102, 0.027, -0.384, 0.019, 0.072, 0.094, 0.088, 0.065, 0.062, -0.474, 0.076, 0.050, 0.100, 0.080, 0.112, 0.053, -0.366, 0.048, 0.010, 0.100, 0.094, 0.093, 0.018, -0.446, 0.042, 0.058, 0.060, 0.106, 0.099, 0.035, -0.423, 0.039, 0.055, 0.098, 0.082, 0.081, 0.038, -0.424, 0.070, 0.011, 0.082, 0.096, 0.074],
  "orbital_gap_ev": [2.80, 6.71],
  "e_homo_ev": [-1.57, -5.48],
  "multiplicity": 2,
  "total_charge": -1,
  "e_lumo_ha": [0.04536, 0.04535],
  "s2": 0.753
}

=====

[2]
{
  "formula": "C13H40N3O5P2",
  "method": "ωB97M-V with the def2-TZVPD basis set",
  "species": ["N", "C", "P", "P", "O", "H", "H", "H", "H", "H", "H", "H", "H", "H", "H", "C", "O", "C", "C", "N", "C", "C", "O", "C", "H", "H", "H", "H", "H", "H", "H", "H", "H", "H", "H", "H", "H", "H", "H", "C", "O", "C", "C", "N", "C", "C", "O", "C", "H", "H", "H", "H", "H", "H", "H", "H", "H", "H", "H", "H", "H", "H", "H"],
  "xyz": [[-6.74568, 1.44123, 0.56308], [-5.28867, 1.52011, 0.72463], [-4.54139, 2.82338, -0.44970], [-2.93311, 3.61803, 1.20839], [-1.47370, 3.19952, 1.15592], [-7.11322, 0.57944, 0.94751], [-7.18999, 2.19704, 1.06977], [-4.84124, 0.55625, 0.47199], [-4.99589, 1.77366, 1.75094], [-5.44195, 3.83855, 0.18532], [-3.92626, 3.88655, -1.24186], [-3.47775, 1.90779, -0.88261], [-5.48141, 2.46835, -1.47965], [-3.09959, 5.04680, 1.12915], [-3.44618, 3.54972, 2.55715], [4.69140, -1.58361, 2.23502], [4.97887, -0.39548, 1.53837], [4.08564, -0.12695, 0.45693], [3.11518, 0.99579, 0.74503], [2.12284, 0.58625, 1.72094], [1.02096, 1.52447, 1.91701], [1.33735, 2.91283, 2.44776], [1.80244, 2.92601, 3.80047], [3.18901, 2.77965, 3.95507], [5.48342, -1.72957, 2.96903], [3.72757, -1.54670, 2.75450], [4.66935, -2.44950, 1.56185], [3.50796, -1.02265, 0.21275], [4.70046, 0.12316, -0.41153], [2.59807, 1.20793, -0.19683], [3.66831, 1.90774, 1.01412], [2.57394, 0.37307, 2.60107], [0.29117, 1.06354, 2.58569], [0.50248, 1.66617, 0.96386], [0.40188, 3.46942, 2.40837], [2.07806, 3.42597, 1.82072], [3.74130, 3.29855, 3.16137], [3.52172, 1.73415, 3.95016], [3.46814, 3.21830, 4.91453], [-0.12163, -5.34520, -3.72322], [-0.64220, -4.06718, -4.00373], [-1.76428, -3.70544, -3.20007], [-1.42849, -2.52681, -2.31294], [-0.39709, -2.88947, -1.35980], [0.01607, -1.81952, -0.45861], [0.63891, -0.57607, -1.07768], [1.90526, -0.82117, -1.68925], [1.87527, -1.19988, -3.04497], [0.67529, -5.53381, -4.44127], [0.28458, -5.41556, -2.70786], [-0.88525, -6.12491, -3.83131], [-2.06551, -4.55605, -2.58076], [-2.59108, -3.44566, -3.86598], [-2.33221, -2.23805, -1.76663], [-1.16386, -1.67385, -2.95365], [0.40757, -3.24378, -1.86106], [0.73288, -2.23309, 0.25430], [-0.85548, -1.49903, 0.12136], [0.82509, 0.12828, -0.26771], [-0.02917, -0.09722, -1.80151], [1.03713, -0.73344, -3.57438], [1.79045, -2.28311, -3.18555], [2.80625, -0.86492, -3.50404]],
  "forces_ev_per_a": [[-0.065, -0.051, 0.045], [-0.011, 0.003, 0.090], [0.034, 0.124, 0.043], [-0.072, -0.060, 0.063], [-0.059, 0.132, 0.078], [0.033, 0.029, 0.035], [0.022, 0.035, -0.079], [-0.027, -0.051, -0.082], [0.057, -0.044, 0.037], [0.043, -0.036, -0.028], [-0.040, -0.001, -0.017], [-0.066, -0.031, -0.035], [0.020, -0.010, -0.083], [0.091, -0.039, -0.092], [0.063, -0.050, -0.020], [-0.028, -0.069, 0.011], [-0.078, 0.099, 0.090], [0.033, -0.163, -0.097], [0.006, -0.002, -0.112], [0.099, -0.060, 0.081], [-0.065, 0.076, -0.011], [0.030, -0.050, 0.019], [-0.004, -0.035, -0.002], [0.087, 0.011, -0.044], [-0.003, 0.004, 0.006], [-0.001, 0.035, -0.007], [0.038, 0.013, -0.010], [0.062, 0.016, -0.025], [0.003, 0.060, 0.010], [0.026, 0.060, 0.051], [0.047, -0.036, 0.063], [-0.043, 0.054, 0.030], [0.015, 0.003, 0.013], [-0.022, 0.073, 0.088], [0.037, 0.044, 0.050], [-0.043, 0.001, -0.054], [-0.022, 0.046, 0.027], [-0.042, -0.019, 0.001], [-0.011, -0.010, 0.009], [-0.028, -0.072, 0.003], [0.013, 0.018, 0.022], [0.029, -0.003, 0.062], [-0.100, 0.010, -0.036], [0.039, -0.073, -0.005], [-0.007, 0.054, 0.026], [0.003, -0.051, -0.028], [-0.024, -0.059, 0.024], [-0.108, 0.039, -0.075], [0.010, -0.001, 0.011], [0.000, 0.041, 0.001], [0.002, 0.013, -0.044], [-0.022, 0.018, 0.004], [0.007, -0.007, -0.021], [0.032, 0.012, 0.023], [0.019, -0.014, -0.019], [0.029, 0.043, -0.007], [0.009, 0.005, 0.001], [-0.005, 0.002, -0.019], [-0.063, -0.100, -0.124], [-0.027, 0.004, 0.017], [0.036, 0.043, 0.006], [0.002, -0.012, 0.034], [0.011, -0.015, 0.001]],
  "nbo_charge": [-0.854, -0.533, 0.469, 1.023, -1.186, 0.341, 0.348, 0.177, 0.162, -0.197, -0.137, -0.168, -0.126, -0.147, -0.158, -0.241, -0.559, -0.071, -0.250, -0.649, -0.255, -0.100, -0.551, -0.239, 0.181, 0.165, 0.160, 0.188, 0.176, 0.206, 0.166, 0.352, 0.206, 0.224, 0.250, 0.146, 0.160, 0.150, 0.177, -0.245, -0.559, -0.066, -0.244, -0.632, -0.246, -0.097, -0.563, -0.240, 0.186, 0.168, 0.161, 0.171, 0.181, 0.202, 0.170, 0.351, 0.202, 0.202, 0.219, 0.170, 0.170, 0.157, 0.180],
  "orbital_gap_ev": 6.24,
  "e_homo_ev": -3.72,
  "multiplicity": 1,
  "total_charge": -1,
  "e_lumo_ha": 0.09265
}

=====

The calculation returns the following DFT total energy values, one per record and in order: -3185.5531, -1742.3096 a.u..